Below is a structure of composition Cl2O8V4 in a non-equilibrium geometry, with properties calculated with the ωB97M-V functional and the def2-TZVPD basis.

Last column: Löwdin charge in e.
Atoms and positions in Å:
O 0.56067 3.19981 1.15634  -0.2705
V 1.35662 4.58054 1.49862  1.2523
O 0.30943 5.73780 1.54312  -0.2292
O 1.46680 -1.59738 -0.57353  -0.3479
V 0.47953 -1.38047 -1.85620  1.0890
O 0.24257 0.09858 -2.06212  -0.2988
O -6.33367 2.43647 -2.82639  -0.1931
V -5.25991 3.57515 -3.39366  1.3190
O -3.99689 3.06884 -2.84840  -0.1328
O 4.20903 -4.84743 6.34196  -0.1964
V 3.48904 -4.71822 4.89223  1.3382
O 3.91049 -3.29395 4.18622  -0.2209
Cl 2.62578 -3.39881 -4.76353  -0.5094
Cl -3.05948 -3.46093 -1.29467  -0.5995

Results
Energy relative to the best compared isomer or geometry (same formula, charge and spin) (kcal per mole): 167.7
2S+1: 1
F_max (eV Å⁻¹): 7.88
HOMO energy (eV): -11.120
Gap between HOMO and LUMO (eV): 1.50
Total charge: +2